{
  "formula": "C7H10N5O",
  "method": "ωB97M-V with the def2-TZVPD basis set",
  "spin_multiplicity": 3,
  "charge": 1,
  "e_above_lowest_kj_mol": 83.68,
  "s2": 2.012,
  "homo_energy_ev": [-12.153, -12.394],
  "e_lumo_ev": [-3.2, -4.9],
  "species": ["C", "C", "C", "C", "C", "C", "C", "N", "N", "N", "N", "N", "O", "H", "H", "H", "H", "H", "H", "H", "H", "H", "H"],
  "coordinates": [[-1.72, -2.34, -0.95], [0.27, -1.78, -0.38], [-0.27, -0.65, -0.85], [1.15, 1.32, -0.21], [1.62, -0.82, 2.64], [2.22, -0.46, 1.35], [-2.78, -0.08, -1.37], [-0.58, -2.84, -0.51], [-1.63, -0.98, -1.19], [0.13, 0.71, -0.72], [2.01, 0.84, 0.69], [1.16, 2.67, -0.41], [2.99, -0.42, 2.40], [-2.70, -2.69, -1.10], [1.12, -0.12, 3.23], [1.54, -1.83, 2.98], [-3.28, 0.16, -0.36], [-2.35, 0.73, -1.85], [-3.66, -0.49, -1.97], [-0.35, 1.26, -1.43], [2.74, 1.37, 0.90], [0.40, 3.25, -0.82], [1.97, 3.18, -0.08]],
  "nbo_charge": [0.228, 0.260, 0.093, 0.684, -0.142, 0.428, -0.417, -0.454, -0.348, -0.529, -0.585, -0.783, -0.420, 0.212, 0.197, 0.222, 0.223, 0.192, 0.254, 0.417, 0.409, 0.439, 0.421]
}